{
  "formula": "C32H33ClIrN3PS",
  "method": "ωB97M-V/def2-TZVPD",
  "symbols": ["Ir", "C", "N", "C", "C", "N", "C", "S", "C", "C", "C", "C", "C", "N", "H", "H", "H", "H", "H", "H", "H", "H", "H", "Cl", "C", "C", "C", "C", "C", "C", "P", "C", "C", "C", "C", "C", "C", "C", "C", "C", "C", "C", "C", "H", "H", "H", "H", "H", "H", "H", "H", "H", "H", "H", "H", "H", "H", "C", "C", "C", "C", "C", "H", "H", "H", "H", "H", "H", "H", "H", "H", "H"],
  "xyz": [[0.07635, -0.65721, 0.16799], [4.95074, -1.02922, 1.33279], [3.85852, -1.00575, 2.28806], [3.90366, -1.52376, 3.56616], [2.69629, -1.34005, 4.11662], [1.89067, -0.69218, 3.16900], [2.63089, -0.50444, 2.02399], [2.26379, 0.24736, 0.55124], [0.53544, -0.37557, 3.42180], [0.09249, -0.38717, 4.74310], [-1.23668, -0.12392, 5.00111], [-2.09034, 0.15805, 3.94660], [-1.56706, 0.17518, 2.67423], [-0.27924, -0.09496, 2.39818], [5.83969, -1.38030, 1.84884], [5.12103, -0.02878, 0.94079], [4.70679, -1.69912, 0.50896], [4.79108, -1.97689, 3.96868], [2.34249, -1.63812, 5.08188], [0.76600, -0.57365, 5.56224], [-1.59452, -0.12559, 6.02156], [-3.13650, 0.37684, 4.10180], [-2.18427, 0.41639, 1.81881], [-3.20990, -1.21715, -1.36838], [-3.60009, 0.38943, -0.85616], [-4.93287, 0.65273, -0.57910], [-5.31048, 1.91761, -0.16026], [-4.35697, 2.91628, -0.03505], [-3.03263, 2.64843, -0.33529], [-2.61622, 1.37969, -0.75018], [-0.84795, 1.01850, -1.06802], [-0.04574, 2.61564, -0.78498], [0.35173, 3.42470, -1.84283], [0.94526, 4.65422, -1.59362], [1.14010, 5.08386, -0.29034], [0.74781, 4.27818, 0.77165], [0.16652, 3.04861, 0.52510], [-0.78019, 0.77760, -2.86588], [-1.79466, 1.22107, -3.71049], [-1.68487, 1.04423, -5.08115], [-0.55775, 0.43512, -5.61491], [0.45600, -0.00710, -4.77668], [0.34197, 0.15340, -3.40517], [-5.66346, -0.13428, -0.70173], [-6.35038, 2.12108, 0.05671], [-4.64301, 3.90785, 0.28829], [-2.30532, 3.44371, -0.25166], [0.20150, 3.09990, -2.86354], [1.25074, 5.27778, -2.42285], [1.59828, 6.04517, -0.09985], [0.90255, 4.60905, 1.79009], [-0.12812, 2.41786, 1.35608], [-2.67210, 1.70665, -3.30158], [-2.47970, 1.38258, -5.73237], [-0.47211, 0.30068, -6.68500], [1.33355, -0.48484, -5.19206], [1.11629, -0.21842, -2.74388], [0.94847, -3.70625, 0.93626], [0.71235, -3.50508, -0.57129], [2.07097, -3.35507, -1.27555], [-0.02842, -4.71104, -1.14375], [-0.06763, -2.24448, -0.85447], [1.46434, -4.64973, 1.11896], [0.00276, -3.72331, 1.48177], [1.56817, -2.89895, 1.34569], [2.67646, -4.24745, -1.10192], [2.60244, -2.47938, -0.89938], [1.94538, -3.23471, -2.35271], [0.58816, -5.60759, -1.05647], [-0.26340, -4.56080, -2.19734], [-0.96333, -4.88995, -0.61037], [-0.70181, -2.31314, -1.74873]],
  "lowdin_charge": [0.74, -0.02, -0.12, -0.02, -0.02, 0.02, -0.67, 0.69, -0.23, 0.01, -0.03, -0.03, -0.11, 0.00, 0.10, 0.09, 0.09, 0.13, 0.12, 0.11, 0.12, 0.12, 0.09, 0.73, -0.66, -0.10, -0.06, -0.07, -0.08, -0.38, 0.88, -0.38, -0.06, -0.06, -0.06, -0.07, -0.14, -0.38, -0.08, -0.06, -0.07, -0.07, -0.10, 0.11, 0.11, 0.11, 0.10, 0.11, 0.11, 0.11, 0.11, 0.08, 0.11, 0.11, 0.11, 0.11, 0.09, -0.06, -0.68, -0.05, -0.06, -0.28, 0.09, 0.09, 0.05, 0.09, 0.05, 0.09, 0.09, 0.09, 0.09, 0.02],
  "total_charge": 1,
  "total_energy_ev": -73669.968,
  "e_homo_ev": -9.290,
  "homo_lumo_gap_ev": 6.2
}